# 1
Molecular formula: C7H12N2
Method: DFT, ωB97M-V/def2-TZVPD

ORCA input file:
```
! RIJCOSX wB97M-V def2-TZVPD def2/J DEFGRID3
* xyz 0 1
C -0.364 2.020 0.030
C -1.044 0.997 -0.104
C -1.856 -0.038 0.188
C -2.867 -0.687 -0.779
C -1.544 -0.749 1.543
C 2.703 -0.193 0.657
C 2.228 -0.544 -1.592
N 0.523 2.852 0.018
N 2.374 -0.993 -0.484
H -2.741 -0.072 -1.636
H -2.670 -1.736 -1.094
H -3.860 -0.753 -0.413
H -1.899 -1.711 1.358
H -2.036 -0.332 2.397
H -0.514 -0.764 1.824
H 2.738 0.951 0.640
H 2.023 -0.412 1.469
H 3.691 -0.508 1.156
H 1.824 -1.168 -2.412
H 2.629 0.407 -1.954
H 0.662 3.433 -0.813
*
```

Results
SMILES string: CC(C)=C=C=N.C=NC
E_HOMO: -8.58 eV
LUMO energy: 0.16 eV
Orbital gap: 8.74 eV
Molar mass: 124.19 g/mol
Energy above the lowest of the compared OMol25 structures with the same formula, charge and spin: 96.51 kcal/mol

These are the natural (NBO) partial charges, in e, on atoms 1 to 2: number 1, C, carries 0.35; number 2, C, carries -0.26

---

# 2
Molecular formula: C2H3Cl2N
Method: DFT, ωB97M-V/def2-TZVPD

ORCA input file:
```
! RIJCOSX wB97M-V def2-TZVPD def2/J DEFGRID3
* xyz 0 1
C 0.622 0.159 0.426
C -0.764 0.077 0.031
N 0.237 -0.062 -0.909
Cl -1.861 1.400 0.155
Cl -1.589 -1.375 0.260
H 1.199 0.987 0.750
H 1.796 -1.476 1.151
H 0.359 0.290 -1.864
*
```

Results
E_HOMO (alpha / beta): -8.79 / -9.52 eV
LUMO energy (alpha / beta): -0.20 / -0.14 eV
Orbital gap (alpha / beta): 8.60 / 9.38 eV
Molar mass: 111.96 g/mol
Energy above the lowest of the compared OMol25 structures with the same formula, charge and spin: 116.56 kcal/mol

These are the natural (NBO) partial charges, in e, on atoms 1 to 2: number 1, C, carries 0.01; number 2, C, carries -0.05

---

# 3
Molecular formula: C13H12ClN3O2
Method: DFT, ωB97M-V/def2-TZVPD

ORCA input file:
```
! RIJCOSX wB97M-V def2-TZVPD def2/J DEFGRID3
* xyz 0 1
Cl -1.844 -4.757 3.057
N 2.161 0.215 1.618
N 2.913 2.403 2.096
N 0.307 -0.301 -0.716
O 2.670 1.090 2.652
O -0.524 -0.485 -1.827
C 1.824 1.005 0.629
C 2.376 2.306 0.898
C 1.005 0.856 -0.635
C -2.274 -2.422 2.030
C -1.361 -4.042 0.523
C -2.188 -1.458 0.995
C -1.470 -3.199 -0.542
C -1.776 -3.680 1.805
C -1.829 -1.915 -0.322
C -1.824 -0.965 -1.508
C 2.475 3.420 -0.111
C 0.941 2.001 -1.621
C 1.180 3.405 -0.973
H -2.814 -2.116 2.924
H -1.031 -5.059 0.098
H -2.610 -0.525 1.173
H -0.994 -3.390 -1.378
H -2.119 -1.498 -2.434
H -2.442 -0.082 -1.447
H 3.336 3.234 -0.756
H 2.634 4.302 0.428
H 0.004 2.018 -2.148
H 1.608 1.807 -2.411
H 0.366 3.684 -0.370
H 1.300 4.147 -1.726
*
```

Results
SMILES string: Clc1ccc(CO/N=C2\CCCc3nonc32)cc1
E_HOMO: -8.92 eV
LUMO energy: -0.27 eV
Orbital gap: 8.65 eV
Molar mass: 277.71 g/mol
Energy above the lowest of the compared OMol25 structures with the same formula, charge and spin: 182.75 kcal/mol

These are the natural (NBO) partial charges, in e, on atoms 1 to 2: number 1, Cl, carries 0.06; number 2, N, carries -0.02

---

no.,DFT total energy (Ha)
1,-383.269414
2,-1052.937252
3,-1277.315292